(1)
Formula: C3H12N3S
Source: OMol25
Level of theory: wB97M-V/def2-TZVPD

Geometry as ORCA input:
```
! RIJCOSX wB97M-V def2-TZVPD def2/J DEFGRID3
* xyz 1 1
C -1.5708 -1.6686 -1.2001
C -0.0850 1.4887 0.6519
C -1.4513 -0.7396 -0.0652
N 0.9913 0.1164 -0.9047
N -0.1641 0.6147 -0.4837
N 2.7434 0.5158 1.0109
S -2.6491 -0.2542 0.8494
H -2.4220 -2.4679 -1.0551
H -1.8157 -1.0351 -2.0947
H -0.6344 -2.2883 -1.4198
H 0.4866 2.3729 0.3675
H -1.1877 1.7650 0.8147
H 0.3487 0.7775 1.3946
H 0.9006 -0.5492 -1.5593
H 1.8619 0.2184 -0.3598
H 2.0202 0.5307 1.7209
H 2.7486 1.4266 0.6434
H 3.6478 0.1064 1.2426
H -3.7691 -0.9300 0.4464
*
```

The energy above the lowest of the compared OMol25 structures with the same formula, charge and spin comes out at 616.7 kJ/mol. For the calculated total energy, the calculation gives -683.5318 Ha. The value obtained for the HOMO energy (spin up / spin down) is -12.541 / -12.349 eV.

***

(2)
Formula: C2H4N2S2
Source: OMol25
Level of theory: wB97M-V/def2-TZVPD

Geometry as ORCA input:
```
! RIJCOSX wB97M-V def2-TZVPD def2/J DEFGRID3
* xyz 0 1
C -1.1914 1.1339 0.3998
C -1.9884 0.4479 -0.4417
N -0.4555 0.4533 1.2929
N 1.7145 -1.5113 -0.3951
S -1.9339 -1.2931 -0.2291
S -0.4696 -1.1270 1.2234
H -0.8820 2.1878 0.2408
H -2.7551 0.8705 -1.1993
H 2.6068 -1.3052 0.3003
H 1.4953 -0.5654 -0.7301
*
```

The energy above the lowest of the compared OMol25 structures with the same formula, charge and spin comes out at 412.9 kJ/mol. For the calculated total energy, the calculation gives -984.3576 Ha. The value obtained for the HOMO energy (spin up / spin down) is -7.099 / -9.498 eV.

***

- calculated total energy of number 2 (C2H4N2S2)?
  -984.3576 Ha

***

- Among the records above, which one has the lowest calculated total energy?
  C2H4N2S2

***

- Among the records above, which one has the lowest calculated total energy?
  C2H4N2S2